Entry 1:
The following is a DFT calculation (the ωB97M-V functional and the def2-TZVPD basis) of a 3-piece molecular cluster, C11H26O4S overall.

Geometry as XYZ:
```
42
Properties=species:S:1:pos:R:3:forces:R:3
S 0.575 0.860 1.375 0.661 -0.477 -0.254
O -1.896 -1.964 2.594 0.895 -1.663 -1.684
O 2.968 4.271 1.564 0.124 0.152 -0.184
O -0.292 -3.096 1.299 -2.521 1.470 1.092
O -1.702 -1.082 -3.632 -0.004 -0.029 0.406
C 3.725 4.403 2.764 -0.512 -0.437 0.247
C -3.062 -2.315 -5.188 -0.254 -0.110 0.121
C -0.558 -2.496 -5.208 0.240 -0.144 0.117
C -0.209 0.341 -0.227 -0.168 -0.099 -1.203
C 4.257 3.040 3.180 0.277 -0.096 -0.071
C -1.277 -2.357 1.400 1.529 -0.322 -1.737
C -1.796 -2.314 -4.346 0.022 0.342 -0.639
C -1.717 -0.147 -0.030 0.236 -0.147 -0.456
C -1.670 -2.906 3.664 -0.002 -0.136 2.257
C -1.888 -1.740 0.051 -1.094 0.662 1.391
C 2.852 5.011 3.850 0.003 0.286 0.069
H -3.172 -3.255 -5.735 -0.010 0.071 -0.003
H 4.858 3.111 4.090 -0.043 -0.049 -0.029
H -2.380 -3.797 3.652 0.895 1.173 -0.478
H -1.481 -2.257 -0.866 -0.088 0.603 1.304
H 4.562 5.073 2.547 -0.120 -0.030 -0.173
H 0.398 -0.468 -0.741 -0.693 0.907 0.799
H 3.411 5.142 4.780 -0.063 -0.013 -0.019
H -0.593 -3.441 -5.755 0.020 0.069 -0.002
H 2.468 5.984 3.534 0.099 -0.047 0.013
H -0.604 -3.270 3.758 -1.205 0.497 -0.538
H -1.655 -0.366 -4.278 -0.001 -0.113 0.052
H -0.210 1.233 -0.939 0.033 -1.139 1.074
H -1.902 -2.347 4.637 0.290 -0.633 -1.492
H -3.015 -1.952 0.078 1.507 0.322 -0.012
H -3.943 -2.172 -4.558 0.077 -0.076 -0.012
H 1.982 4.378 4.051 0.117 -0.089 0.014
H 4.873 2.610 2.387 0.004 0.093 0.059
H 0.345 -2.482 -4.592 -0.090 -0.065 -0.010
H 2.224 3.679 1.745 0.094 0.048 -0.057
H -1.848 -3.115 -3.604 0.016 0.199 0.103
H -2.177 0.366 0.871 0.497 -0.715 -1.009
H 3.435 2.339 3.359 -0.036 0.119 0.093
H -0.461 -1.678 -5.930 -0.136 -0.059 -0.026
H -2.286 0.193 -0.957 0.672 -0.449 1.215
H 1.915 0.473 1.261 -1.395 0.202 -0.307
H -3.051 -1.491 -5.909 0.125 -0.078 -0.029
```
Positions in Å, forces in eV/Å.

Summary:
* SMILES: COC(=O)CCCS.CC(C)O.CC(C)O
* HOMO energy: -0.3311 hartree
* E_tot: -1133.82166 hartree
* HOMO-LUMO gap: 9.7 eV
* E_LUMO: 0.703 eV

Entry 2:
The following is a DFT calculation (the ωB97M-V functional and the def2-TZVPD basis) of one molecule with the formula C11H27BNO5PSi2.

Geometry as XYZ:
```
48
Properties=species:S:1:pos:R:3:forces:R:3
P -1.934 -0.714 1.508 -0.755 0.058 0.149
Si -3.444 1.509 -1.548 0.032 0.359 -0.207
Si -1.374 -0.473 -0.640 0.642 -0.002 -0.117
O 6.089 1.175 -0.714 -0.204 -0.266 -0.083
O -0.509 -2.747 -3.181 0.091 0.479 0.200
O -6.488 2.589 0.486 0.073 0.083 0.039
O -1.928 1.000 -1.166 -0.325 -0.229 0.175
O -1.048 -4.212 -1.425 0.552 0.170 0.186
N 4.566 1.989 0.766 0.079 -0.628 0.465
C 2.619 0.651 -0.114 0.000 0.014 -0.034
C 3.354 1.989 -0.052 0.214 0.466 -0.302
C -2.222 -1.904 -1.497 -0.138 -0.299 0.017
C 0.467 -0.452 -0.960 0.062 0.251 -0.009
C -1.005 -2.217 2.064 0.160 -0.030 -0.076
C -1.207 0.700 2.441 0.224 0.070 -0.123
C 1.136 0.830 -0.436 -0.006 -0.105 0.082
C 5.604 1.132 0.393 -0.020 0.385 -0.092
C 6.073 0.128 1.426 0.114 0.194 0.062
C -4.664 1.175 -0.159 0.163 -0.015 0.203
C -5.967 1.888 -0.341 -0.116 -0.079 -0.133
B -1.219 -2.989 -2.033 -0.213 -0.185 -0.128
H 0.644 -0.536 -2.036 0.041 -0.159 0.030
H 3.651 2.296 -1.056 -0.095 0.020 -0.012
H 4.373 1.929 1.756 -0.197 -0.116 -0.079
H -3.911 0.856 -2.793 -0.003 -0.052 0.038
H -0.149 0.581 2.682 -0.028 -0.020 -0.016
H -4.219 1.471 0.794 -0.072 0.013 0.017
H 3.083 0.014 -0.874 0.054 -0.004 0.073
H 0.633 1.170 0.474 0.018 0.121 -0.045
H 7.153 0.195 1.551 -0.025 -0.053 -0.029
H -1.344 -4.247 -0.512 -0.256 -0.061 -0.067
H -6.463 1.749 -1.326 0.000 -0.079 0.052
H 2.693 2.769 0.333 0.023 -0.026 0.053
H 0.930 -1.325 -0.481 -0.068 -0.045 -0.058
H 5.580 0.231 2.391 0.045 0.069 0.026
H -2.808 -1.533 -2.346 0.104 0.103 0.009
H -0.372 -2.648 1.285 0.022 0.020 0.045
H 2.722 0.138 0.849 -0.023 -0.044 -0.055
H -4.843 0.095 -0.099 -0.051 0.015 -0.115
H -1.712 -2.973 2.399 0.027 -0.034 0.009
H 1.011 1.628 -1.173 -0.038 -0.026 0.012
H -3.372 2.965 -1.783 0.011 -0.008 0.012
H -1.773 0.852 3.358 0.050 -0.019 0.040
H 5.834 -0.860 1.031 0.056 -0.006 -0.020
H -0.363 -1.960 2.908 0.008 -0.006 -0.032
H -2.929 -2.360 -0.795 -0.060 0.082 -0.045
H 0.367 -3.142 -3.184 -0.147 -0.404 -0.176
H -1.316 1.598 1.829 -0.028 0.028 0.061
```
Positions in Å, forces in eV/Å.

Summary:
* SMILES: CC(=O)NCCCC[Si@](CB(O)O)(O[SiH2]CC=O)P(C)C
* HOMO energy: -0.3093 hartree
* E_tot: -1811.70637 hartree
* HOMO-LUMO gap: 8.7 eV
* E_LUMO: 0.264 eV